This record from the Open Molecules 2025 dataset describes a molecular structure, C4H5NO3 in a non-equilibrium geometry. The level of theory is the ωB97M-V functional and the def2-TZVPD basis.

ORCA input file:
```
! wB97M-V def2-TZVPD RIJCOSX def2/J DEFGRID3
* xyz 0 1
C -0.133 1.564 -0.791
C -0.246 0.623 0.091
C -0.332 -0.759 2.002
C 0.114 -0.730 -0.190
H 1.150 1.984 -2.449
H -0.477 0.200 -2.585
H -0.176 2.670 -0.509
H -1.234 -1.468 2.426
H 0.622 -0.692 2.807
N -0.036 1.340 -2.171
O -0.377 0.629 1.489
O 0.223 -1.523 0.866
O 0.647 -1.139 -1.250
*
```

Values from the calculation:
LUMO level = 0.278 eV
frontier orbital gap = 8.76 eV
ΔE to the lowest compared entry with this formula, charge and spin = 134.1 kcal/mol
molecular weight = 115.1 g mol⁻¹